Record 1
DFT (wB97M-V/def2-TZVPD) results for C4H9N3S in the gas phase.

Geometry (Å):
N 2.161 -0.889 -0.345
C 1.278 0.106 -0.330
S 1.595 1.813 -0.507
N -0.028 -0.222 -0.219
C -0.614 -1.321 0.570
C -1.838 -0.516 0.964
N -2.858 -1.246 0.340
C -1.093 0.695 0.116
H 1.788 -1.790 -0.500
H 2.974 -0.658 -0.765
H 0.038 -1.651 1.440
H -0.880 -2.204 -0.062
H -2.177 -0.398 1.987
H -2.510 -1.442 -0.658
H -3.763 -0.623 0.316
H -0.473 1.538 0.707
H -1.854 0.937 -0.699

Summary:
SMILES: NC(=S)N1CC(N)C1
Highest occupied orbital energy in eV: -7.998
ΔE to the lowest compared entry with this formula, charge and spin in kcal per mole: 47.9
Orbital gap in eV: 8.71
LUMO in eV: 0.71
F_max in eV Å⁻¹: 4.68

Mulliken atomic charge list, values in e, 2 entries: N -0.37; C 0.35



Record 2
DFT (wB97M-V/def2-TZVPD) results for a 2-piece molecular cluster, C4H9N3S overall.

Geometry (Å):
C -0.234 1.168 -0.819
C -2.684 -0.172 2.263
C 0.450 -1.948 0.680
C 2.095 0.213 -0.796
N 0.073 -0.825 0.214
N 0.543 0.106 -0.631
N -0.183 1.914 -1.823
S -2.053 0.247 0.795
H -2.312 -0.634 3.207
H -3.792 -0.062 2.300
H 1.160 -2.722 0.328
H -0.078 -2.310 1.509
H 2.409 1.082 -1.279
H 2.228 -0.585 -1.440
H 2.607 0.079 0.142
H -0.611 2.825 -2.012
H 0.383 1.627 -2.637

Summary:
Highest occupied orbital energy (alpha / beta) in eV: -17.980 / -17.989
ΔE to the lowest compared entry with this formula, charge and spin in kcal per mole: 137.7
Orbital gap (alpha / beta) in eV: 7.28 / 7.33
LUMO (alpha / beta) in eV: -10.70 / -10.66
Net charge: +2
F_max in eV Å⁻¹: 3.06

Mulliken atomic charge list, values in e, 2 entries: C 0.34; C -0.17



Record 3
DFT (wB97M-V/def2-TZVPD) results for an isolated ion of composition C4H9N4 and charge +1.

Geometry (Å):
C -0.210 1.908 0.129
C -1.099 -0.754 -0.121
C 0.587 0.995 1.116
C -1.409 -2.089 0.051
N -0.961 1.516 -0.864
N -1.471 0.266 -0.634
N 0.920 -0.206 0.537
N 1.475 0.010 -0.757
H -0.018 3.011 0.228
H 1.525 1.602 1.418
H 0.346 0.803 2.195
H -1.570 -2.470 -1.007
H -2.343 -2.001 0.519
H -0.755 -2.683 0.670
H 1.787 -0.912 -1.247
H 2.378 0.581 -0.867
H 0.816 0.424 -1.366

Summary:
Highest occupied orbital energy in eV: -13.118
ΔE to the lowest compared entry with this formula, charge and spin in kcal per mole: 145.4
Orbital gap in eV: 8.98
LUMO in eV: -4.14
Net charge: +1
F_max in eV Å⁻¹: 4.76

Mulliken atomic charge list, values in e, 2 entries: C -0.01; C 0.96



Record 4
DFT (wB97M-V/def2-TZVPD) results for an isolated ion of composition C4H9N4S and charge +1.

Geometry (Å):
C -3.007 -0.959 -0.027
N -1.679 -0.461 0.010
N -0.651 -1.173 -0.429
C 0.379 -0.374 -0.181
C 1.956 -0.989 -0.172
S 3.381 0.220 -0.351
N -0.019 0.810 0.241
C 0.825 1.908 0.588
N -1.367 0.781 0.427
H -3.064 -1.754 0.700
H -3.764 -0.257 0.026
H -3.138 -1.534 -0.982
H 1.773 -1.447 0.783
H 2.030 -1.770 -0.984
H 3.258 0.381 -1.579
H 0.168 2.786 0.712
H 1.359 1.707 1.430
H 1.559 2.126 -0.213

Summary:
SMILES: Cn1nc(CS)[n+](C)n1
Highest occupied orbital energy in eV: -13.467
ΔE to the lowest compared entry with this formula, charge and spin in kcal per mole: 79.6
Orbital gap in eV: 9.09
LUMO in eV: -4.38
Net charge: +1
F_max in eV Å⁻¹: 4.20

Mulliken atomic charge list, values in e, 2 entries: C -0.68; N 0.87



Record 5
DFT (wB97M-V/def2-TZVPD) results for a 2-piece molecular cluster, C4H9N5 overall.

Geometry (Å):
C -1.954 -1.403 -1.848
C -0.400 0.253 -0.543
C 0.515 1.160 1.114
C 1.084 -0.077 1.080
H -2.166 -1.433 -3.168
H -3.018 -1.059 -1.285
H -1.325 -2.308 -1.304
H -1.526 0.658 -2.215
H -0.283 2.834 1.378
H 1.766 2.594 1.203
H 2.799 -1.046 1.499
H 2.031 -0.713 2.779
H 0.666 -1.382 -0.698
N -0.858 -0.112 -1.925
N -0.258 1.448 0.068
N 0.834 2.248 1.954
N 1.829 -1.005 1.803
N 0.264 -0.655 0.108

Summary:
Highest occupied orbital energy in eV: -7.682
ΔE to the lowest compared entry with this formula, charge and spin in kcal per mole: 143.9
Orbital gap in eV: 8.34
LUMO in eV: 0.66
F_max in eV Å⁻¹: 7.23

Mulliken atomic charge list, values in e, 2 entries: C -0.62; C 0.11



Record 6
DFT (wB97M-V/def2-TZVPD) results for a 2-piece molecular cluster, C4H9N6 overall.

Geometry (Å):
C -1.298 1.406 -2.192
C -0.556 -3.496 0.502
C 1.301 0.189 0.388
C -0.048 1.705 -2.494
N -1.700 0.576 -1.210
N -0.654 -2.376 0.305
N 0.286 0.837 -0.066
N 2.280 0.825 1.042
N 1.507 -0.997 -0.092
N -0.888 0.283 -0.282
H -2.177 1.909 -2.549
H -0.721 -4.423 0.963
H 0.876 1.241 -2.013
H 0.311 2.506 -3.160
H 2.280 1.844 1.253
H 3.110 0.358 1.230
H 0.846 -1.704 -0.545
H 2.295 -1.450 0.402
H -1.104 -0.506 0.355

Summary:
Highest occupied orbital energy (alpha / beta) in eV: -10.752 / -13.607
ΔE to the lowest compared entry with this formula, charge and spin in kcal per mole: 0.0
Orbital gap (alpha / beta) in eV: 7.76 / 7.24
Multiplicity: 3
LUMO (alpha / beta) in eV: -2.99 / -6.36
Net charge: +1
F_max in eV Å⁻¹: 6.44

Mulliken atomic charge list, values in e, 2 entries: C 0.23; C -0.07



Record 7
DFT (wB97M-V/def2-TZVPD) results for C4H9N6O2 as an isolated structure.

Geometry (Å):
C 0.742 0.872 0.088
C 1.268 -0.429 0.139
C -2.216 1.070 0.269
C 0.676 -1.744 0.100
N 1.804 1.620 -0.103
N 2.954 0.930 -0.092
N -2.342 0.025 -0.493
N -0.629 -1.822 -0.041
N -2.914 2.183 0.141
N 1.605 -2.702 0.012
O 4.101 1.258 0.009
O 2.633 -0.374 0.050
H 1.924 2.571 -0.337
H -1.370 -0.862 -0.092
H -3.130 -0.117 -1.093
H -1.108 -2.688 -0.156
H -1.362 1.317 0.891
H -2.767 3.045 0.585
H -3.796 1.931 -0.250
H 2.544 -2.509 -0.140
H 1.383 -3.575 0.515

Summary:
Highest occupied orbital energy (alpha / beta) in eV: -12.669 / -12.670
ΔE to the lowest compared entry with this formula, charge and spin in kcal per mole: 145.5
Orbital gap (alpha / beta) in eV: 8.18 / 8.17
LUMO (alpha / beta) in eV: -4.49 / -4.50
Net charge: +1
F_max in eV Å⁻¹: 4.12

Mulliken atomic charge list, values in e, 2 entries: C -0.32; C 0.49



Record 8
DFT (wB97M-V/def2-TZVPD) results for C4H9NO in the gas phase.

Geometry (Å):
C 1.925 -0.981 -0.752
C 1.538 -0.858 0.508
O 0.777 0.232 0.905
N -0.325 0.292 -0.043
C -1.401 -0.487 0.526
C -0.718 1.644 -0.361
H 1.739 -0.158 -1.432
H 2.332 -1.897 -1.151
H 1.671 -1.629 1.269
H -2.129 -0.705 -0.260
H -1.914 0.013 1.360
H -0.989 -1.436 0.874
H -1.183 2.194 0.462
H 0.129 2.207 -0.741
H -1.455 1.570 -1.166

Summary:
SMILES: C=CON(C)C
Highest occupied orbital energy in eV: -8.584
ΔE to the lowest compared entry with this formula, charge and spin in kcal per mole: 88.6
Orbital gap in eV: 9.69
LUMO in eV: 1.11
F_max in eV Å⁻¹: 0.40

Mulliken atomic charge list, values in e, 2 entries: C -0.51; C -0.18